Formula: C47H54BN8O2P2Rh
Source: the Open Molecules 2025 dataset
Level of theory: ωB97M-V with the def2-TZVPD basis set

Values from the calculation:
ΔE to the lowest compared entry with this formula, charge and spin (kcal/mol): 0.0
Molar mass (u): 938.67
LUMO level (Eh): -0.23560
HOMO-LUMO gap (eV): 7.1

The geometry in ORCA input format:
```
! wB97M-V def2-TZVPD RIJCOSX def2/J DEFGRID3
* xyz 2 1
Rh -0.206 -0.254 -0.417
C 2.252 2.665 0.920
N 1.700 2.060 -0.312
P 2.001 0.392 -0.649
C 2.663 0.379 -2.324
C 3.268 1.528 -2.827
C 3.830 1.512 -4.091
C 3.784 0.357 -4.858
C 3.178 -0.789 -4.356
C 2.619 -0.782 -3.088
C 3.355 -0.189 0.374
C 3.276 -1.411 1.019
C 4.378 -1.914 1.690
C 5.559 -1.189 1.726
C 5.646 0.038 1.075
C 4.552 0.532 0.388
P -0.011 2.174 -0.756
C -0.567 3.779 -0.132
C 0.217 4.932 -0.221
C -0.282 6.146 0.219
C -1.567 6.222 0.744
C -2.353 5.084 0.833
C -1.854 3.867 0.399
C -0.051 2.278 -2.554
C -0.320 1.074 -3.209
C -0.344 0.993 -4.588
C -0.101 2.142 -5.330
C 0.157 3.349 -4.695
C 0.181 3.421 -3.311
H 3.164 3.223 0.700
H 2.489 1.902 1.662
H 1.533 3.352 1.351
H 3.276 2.441 -2.243
H 4.301 2.405 -4.481
H 4.221 0.350 -5.847
H 3.142 -1.690 -4.954
H 2.149 -1.676 -2.707
H 2.362 -1.980 0.987
H 4.316 -2.874 2.183
H 6.419 -1.581 2.252
H 6.570 0.598 1.092
H 4.636 1.473 -0.145
H 1.220 4.880 -0.625
H 0.328 7.036 0.149
H -1.954 7.173 1.082
H -3.355 5.146 1.233
H -2.471 2.978 0.466
H -0.498 0.147 -2.637
H -0.545 0.053 -5.082
H -0.118 2.095 -6.410
H 0.336 4.240 -5.283
H 0.371 4.372 -2.828
C -2.700 -2.082 -0.932
N -2.386 -0.718 -0.396
C -2.953 -0.662 0.985
N -4.370 -0.933 1.011
C -4.606 -2.268 0.452
N -4.117 -2.357 -0.925
C -4.808 -1.353 -1.736
N -4.572 -0.003 -1.213
C -3.154 0.260 -1.230
C -5.053 0.052 0.169
H -2.179 -2.813 -0.299
H -2.310 -2.142 -1.950
H -2.772 0.341 1.381
H -2.423 -1.395 1.598
H -5.676 -2.476 0.468
H -4.094 -3.010 1.068
H -5.878 -1.559 -1.726
H -4.450 -1.408 -2.766
H -2.951 1.266 -0.850
H -2.786 0.195 -2.258
H -6.124 -0.146 0.184
H -4.878 1.052 0.571
C -0.907 -4.851 -2.323
C 0.395 -4.375 -1.698
C 1.571 -4.953 -2.462
O 0.437 -2.912 -1.866
B 0.212 -2.334 -0.663
O 0.137 -3.217 0.377
C 0.466 -4.556 -0.132
C -0.545 -5.527 0.442
C 1.853 -4.891 0.385
H -0.938 -4.536 -3.365
H -1.782 -4.453 -1.816
H -0.965 -5.939 -2.300
H 1.430 -4.768 -3.527
H 1.632 -6.031 -2.316
H 2.516 -4.506 -2.160
H -1.568 -5.244 0.205
H -0.441 -5.556 1.527
H -0.370 -6.534 0.061
H 2.608 -4.209 0.003
H 2.137 -5.904 0.104
H 1.848 -4.835 1.474
N -1.640 4.759 8.773
C -1.407 4.036 7.913
C -1.121 3.140 6.830
C -2.028 3.023 5.778
C -1.754 2.164 4.729
C -0.566 1.446 4.739
C 0.342 1.550 5.780
C 0.058 2.399 6.835
N -0.269 0.583 3.638
C 0.237 -0.692 3.696
C 0.373 -1.109 2.412
N -0.039 -0.096 1.568
C -0.430 0.906 2.345
H -2.947 3.591 5.795
H -2.469 2.036 3.926
H 1.267 0.991 5.763
H 0.752 2.498 7.658
H 0.414 -1.194 4.631
H 0.672 -2.074 2.030
H -0.785 1.870 2.021
*
```

Atomic partial charges in e from the Löwdin method, atoms 1 to 5:
1. Rh 0.781
2. C -0.133
3. N -0.424
4. P 0.947
5. C -0.341

Formula: C32H35N8NiO2
Source: the Open Molecules 2025 dataset
Level of theory: ωB97M-V with the def2-TZVPD basis set

Values from the calculation:
Molar mass (u): 622.38
LUMO level (spin up / spin down) (Eh): -0.30648 / -0.30659
HOMO-LUMO gap (spin up / spin down) (eV): 5.0 / 5.0

The geometry in ORCA input format:
```
! wB97M-V def2-TZVPD RIJCOSX def2/J DEFGRID3
* xyz 3 1
Ni -1.823 -0.428 1.830
C -1.553 -1.149 5.981
C -2.311 -0.995 4.701
O -1.829 -0.311 3.757
N -3.509 -1.561 4.622
C -4.380 -1.487 3.451
C -3.969 -2.504 2.416
C -4.673 -3.681 2.243
C -4.166 -4.656 1.396
C -2.959 -4.421 0.760
C -2.330 -3.207 0.956
N -2.827 -2.246 1.751
H -0.624 -0.591 5.936
H -1.329 -2.203 6.155
H -2.147 -0.792 6.823
H -3.812 -2.123 5.404
H -4.323 -0.476 3.045
H -5.402 -1.656 3.781
H -5.597 -3.841 2.783
H -4.695 -5.589 1.254
H -2.507 -5.162 0.116
H -1.391 -2.989 0.463
C 8.696 0.115 -6.675
O 7.315 -0.019 -7.014
C 6.413 -0.027 -6.031
C 6.717 0.093 -4.672
C 5.696 0.069 -3.742
C 4.366 -0.072 -4.137
C 4.075 -0.189 -5.503
C 5.078 -0.168 -6.439
C 3.331 -0.101 -3.123
N 3.526 -0.004 -1.814
C 2.297 -0.084 -1.260
C 1.307 -0.229 -2.225
N 1.995 -0.238 -3.414
C -0.071 -0.345 -1.912
C -1.143 -0.510 -2.811
C -2.426 -0.626 -2.333
C -2.655 -0.595 -0.955
N -1.665 -0.432 -0.088
C -0.394 -0.302 -0.539
C 0.618 -0.152 0.473
N 0.179 -0.139 1.761
C 1.068 -0.021 2.731
C 2.442 0.090 2.477
C 2.897 0.082 1.182
C 1.968 -0.044 0.133
H 9.232 0.095 -7.618
H 9.022 -0.717 -6.050
H 8.879 1.065 -6.170
H 7.738 0.203 -4.340
H 5.927 0.160 -2.689
H 3.057 -0.302 -5.859
H 4.869 -0.260 -7.495
H 1.617 -0.336 -4.340
H -0.961 -0.557 -3.877
H -3.260 -0.766 -3.006
H -3.651 -0.726 -0.548
H 0.681 -0.015 3.740
H 3.128 0.177 3.308
H 3.950 0.163 0.946
N -2.374 4.696 1.731
C -3.093 3.965 0.630
C -2.600 2.526 0.557
N -2.721 1.788 1.825
C -2.052 2.540 2.903
C -2.532 3.977 3.045
H -2.720 5.655 1.806
H -1.380 4.772 1.501
H -2.918 4.500 -0.302
H -4.155 4.020 0.872
H -1.549 2.499 0.252
H -3.166 2.019 -0.221
H -3.706 1.681 2.055
H -0.976 2.516 2.703
H -2.202 2.029 3.850
H -1.965 4.521 3.799
H -3.592 4.031 3.295
*
```

Atomic partial charges in e from the Löwdin method, atoms 1 to 5:
1. Ni 0.560
2. C 0.049
3. C -0.427
4. O -0.066
5. N 0.126

Formula: C3H6O3Yb
Source: the Open Molecules 2025 dataset
Level of theory: ωB97M-V with the def2-TZVPD basis set

Values from the calculation:
ΔE to the lowest compared entry with this formula, charge and spin (kcal/mol): 50.6
Molar mass (u): 263.12
LUMO level (spin up / spin down) (Eh): -0.42895 / -0.49962
HOMO-LUMO gap (spin up / spin down) (eV): 5.7 / 4.6

The geometry in ORCA input format:
```
! wB97M-V def2-TZVPD RIJCOSX def2/J DEFGRID3
* xyz 2 3
O 1.068 0.799 0.553
Yb -0.767 1.673 0.445
C -2.375 -1.292 0.789
O -1.156 -0.552 0.692
C 0.028 -1.345 0.803
C 1.277 -0.469 0.666
O 2.367 -0.989 0.871
H -3.197 -0.599 0.584
H -2.373 -2.102 0.049
H -2.476 -1.704 1.803
H 0.036 -2.104 0.007
H 0.037 -1.850 1.781
H 1.744 -0.831 -2.185
*
```

Atomic partial charges in e from the natural (NBO) method, atoms 1 to 5:
1. O -0.899
2. Yb 2.553
3. C -0.272
4. O -0.693
5. C -0.207

Formula: C31H19AuBrF4NO5P
Source: the Open Molecules 2025 dataset
Level of theory: ωB97M-V with the def2-TZVPD basis set

Values from the calculation:
ΔE to the lowest compared entry with this formula, charge and spin (kcal/mol): 87.4
Molar mass (u): 869.33
LUMO level (spin up / spin down) (Eh): -0.25359 / -0.25401
HOMO-LUMO gap (spin up / spin down) (eV): 3.6 / 3.6

The geometry in ORCA input format:
```
! wB97M-V def2-TZVPD RIJCOSX def2/J DEFGRID3
* xyz 1 1
Au -0.256 0.564 1.381
O -2.869 -2.634 2.681
C -2.244 -1.614 2.481
O -1.961 -1.033 1.418
C -1.688 -0.899 3.757
C -2.188 -1.253 5.000
C -1.699 -0.571 6.105
C -0.738 0.413 5.916
C -0.295 0.683 4.631
N -0.771 0.031 3.578
H -2.927 -2.038 5.072
H -2.066 -0.806 7.095
H -0.339 0.976 6.745
H 0.444 1.448 4.442
F 3.327 6.301 -0.845
C 2.688 5.142 -0.847
C 2.712 4.319 -1.969
F 3.368 4.690 -3.059
C 2.048 3.096 -1.944
F 2.118 2.354 -3.050
C 1.326 2.646 -0.837
P 0.443 0.927 -0.938
C 1.786 0.082 -1.798
C 1.498 -0.738 -2.887
C 2.526 -1.438 -3.487
C 3.819 -1.353 -2.987
C 4.088 -0.573 -1.870
C 3.074 0.151 -1.273
C -0.955 1.463 -1.950
C -2.183 1.582 -1.302
C -3.272 2.087 -1.987
C -3.138 2.466 -3.314
C -1.923 2.315 -3.964
C -0.823 1.814 -3.291
C 1.309 3.498 0.258
Br 0.340 3.121 1.862
C 1.976 4.720 0.270
F 1.933 5.480 1.358
H 0.479 -0.827 -3.243
H 2.318 -2.059 -4.344
H 4.617 -1.907 -3.458
H 5.085 -0.525 -1.460
H 3.264 0.764 -0.398
H -2.278 1.252 -0.274
H -4.226 2.177 -1.490
H -3.987 2.863 -3.849
H -1.829 2.585 -5.005
H 0.113 1.678 -3.809
O 1.058 -2.295 1.092
C 0.064 -3.164 0.910
C -0.010 -4.245 1.807
C -1.004 -5.185 1.689
C -1.946 -5.080 0.664
C -1.892 -4.022 -0.230
C -0.900 -3.062 -0.127
C -0.958 -1.908 -1.082
O -1.596 -1.919 -2.099
O -0.213 -0.904 -0.670
H 1.022 -1.616 0.385
H 0.738 -4.291 2.585
H -1.056 -5.999 2.396
H -2.734 -5.808 0.578
H -2.619 -3.922 -1.020
*
```

Atomic partial charges in e from the natural (NBO) method, atoms 1 to 5:
1. Au 1.043
2. O -0.599
3. C 0.753
4. O -0.763
5. C 0.114

- Look up the molar mass of the third one.
  263.12 u

- Which of these has the highest molar mass?
  C47H54BN8O2P2Rh